Below is C43H33N10O3PPbSe as an isolated structure, with properties calculated with ωB97M-V/def2-TZVPD.

Values from the calculation:
HOMO level (alpha / beta)	-11.812 / -11.747	eV
net charge	+2
Kohn-Sham gap (alpha / beta)	4.983 / 4.870	eV
energy	-5366.9686	Eh
LUMO (alpha / beta)	-0.2510 / -0.2527	Ha

Element x y z (Å)
Pb (0.92436, 0.36688, 0.35167)
C (-5.69991, 0.57728, 1.12314)
C (-5.69759, 1.00142, -0.21154)
C (-4.51616, 1.15568, -0.91747)
C (-3.33110, 0.88695, -0.24689)
C (-1.94485, 0.90252, -0.70072)
N (-1.18256, 0.57147, 0.39852)
C (-1.94717, 0.22974, 1.48040)
N (-1.55793, -0.27468, 2.63171)
C (-0.33355, -0.68536, 2.96604)
C (0.01769, -1.42794, 4.16183)
C (-0.74832, -1.82848, 5.24944)
C (-0.11365, -2.55627, 6.24040)
C (1.24634, -2.88441, 6.14813)
C (2.01035, -2.49709, 5.06188)
C (1.37907, -1.75997, 4.06671)
C (1.87256, -1.22780, 2.81206)
N (3.08640, -1.41799, 2.30358)
C (3.52396, -1.11357, 1.10458)
N (2.81837, -0.51655, 0.08569)
C (3.53089, -0.43629, -1.08006)
N (3.12251, 0.01597, -2.24537)
C (1.90334, 0.45661, -2.56366)
N (0.81221, 0.55737, -1.75463)
C (-0.30572, 0.98749, -2.42062)
N (-1.53431, 1.13806, -1.92544)
C (0.10426, 1.20512, -3.79318)
C (-0.60464, 1.63777, -4.91018)
C (0.08828, 1.74767, -6.10181)
C (1.45183, 1.42868, -6.18839)
C (2.15930, 0.98818, -5.08487)
C (1.46984, 0.88219, -3.88214)
C (4.84530, -1.00198, -0.78708)
C (5.96220, -1.16983, -1.59029)
C (7.07800, -1.75746, -1.01452)
C (7.07416, -2.17169, 0.32177)
C (5.95555, -2.01273, 1.12401)
C (4.83992, -1.41903, 0.55235)
N (0.81538, -0.56002, 2.24390)
C (-3.33412, 0.46527, 1.08889)
C (-4.51916, 0.29735, 1.79063)
H (-6.64424, 0.45941, 1.63511)
H (-6.64029, 1.20072, -0.70116)
H (-4.51246, 1.46641, -1.95140)
H (-1.79745, -1.58143, 5.31344)
H (-0.67509, -2.88254, 7.10394)
H (1.70386, -3.45201, 6.94538)
H (3.05647, -2.75304, 4.98614)
H (-1.65725, 1.87153, -4.84634)
H (-0.42978, 2.08030, -6.99007)
H (1.95471, 1.52840, -7.13926)
H (3.20710, 0.73655, -5.14828)
H (5.95822, -0.85300, -2.62245)
H (7.97017, -1.90036, -1.60681)
H (7.96477, -2.62451, 0.73347)
H (5.94818, -2.33459, 2.15469)
H (-4.51420, -0.04280, 2.81503)
C (-0.03562, -3.33916, -2.70599)
O (0.16456, -3.70449, -1.33241)
P (-0.00521, -2.58252, -0.20444)
O (-1.57299, -2.38721, 0.03417)
C (-2.44784, -3.49093, 0.35868)
O (0.40963, -3.42542, 1.09707)
C (1.53934, -4.30970, 1.10553)
H (-0.15552, -4.26482, -3.26326)
H (0.83424, -2.79552, -3.07731)
H (-0.93432, -2.73088, -2.81648)
H (-3.44153, -3.20877, 0.02285)
H (-2.43882, -3.64280, 1.43536)
H (-2.12442, -4.39778, -0.14922)
H (1.73471, -4.54624, 2.14788)
H (2.41507, -3.82531, 0.67214)
H (1.30662, -5.21317, 0.54778)
C (0.08515, 4.22834, -1.67202)
N (-0.61959, 3.94563, -0.42903)
C (-0.11295, 3.46179, 0.70882)
Se (1.64758, 2.86663, 1.02219)
N (-1.08743, 3.42098, 1.62834)
C (-2.28073, 3.86058, 1.06971)
C (-3.56857, 3.96586, 1.58218)
C (-4.53144, 4.42668, 0.70864)
C (-4.22516, 4.77684, -0.61880)
C (-2.94541, 4.67362, -1.12272)
C (-1.97856, 4.19987, -0.24218)
H (1.09593, 3.83231, -1.60249)
H (0.12111, 5.30604, -1.82534)
H (-0.44759, 3.75141, -2.49076)
H (-0.93484, 3.12348, 2.58141)
H (-3.80392, 3.70550, 2.60269)
H (-5.54838, 4.53071, 1.05544)
H (-5.01560, 5.13981, -1.25871)
H (-2.71152, 4.94908, -2.13958)

Force components x, y, z for each atom (eV/Å):
Pb 0.2 0.6 0.1
C 0.0 0.0 -0.1
C 0.0 0.0 0.1
C 0.1 0.0 0.1
C -0.1 0.0 -0.1
C 0.0 -0.1 0.2
N 0.2 -0.2 -0.2
C -0.2 0.0 0.0
N 0.0 0.0 0.0
C 0.0 -0.1 0.2
C -0.1 0.0 0.0
C 0.1 0.0 0.0
C 0.0 0.0 0.0
C 0.0 0.0 0.0
C -0.1 0.0 0.0
C 0.1 0.0 0.0
C -0.3 0.0 0.1
N 0.1 0.0 0.1
C 0.0 0.0 -0.2
N -0.2 0.0 0.1
C 0.1 -0.1 -0.1
N 0.0 0.0 0.0
C 0.0 0.0 -0.2
N -0.1 -0.1 0.3
C 0.1 -0.1 -0.1
N 0.0 0.0 -0.1
C -0.1 0.0 0.0
C 0.1 0.0 0.0
C 0.0 0.0 0.0
C 0.0 0.0 0.0
C -0.1 0.0 0.0
C 0.1 0.0 0.0
C 0.1 0.0 -0.1
C 0.0 0.0 0.1
C 0.0 0.0 0.1
C 0.0 0.0 -0.1
C -0.1 0.0 0.0
C 0.1 0.0 0.1
N 0.2 -0.1 -0.3
C 0.0 0.0 0.1
C 0.0 0.0 -0.1
H 0.0 0.0 0.0
H 0.0 0.0 0.0
H 0.0 0.0 -0.1
H -0.1 0.0 0.0
H 0.0 0.0 0.0
H 0.0 0.0 0.0
H 0.1 0.0 0.0
H -0.1 0.0 0.0
H 0.0 0.0 0.0
H 0.0 0.0 0.0
H 0.1 0.0 0.0
H 0.0 0.0 0.0
H 0.0 0.0 0.0
H 0.0 0.0 0.0
H 0.0 0.0 0.1
H 0.0 0.0 0.1
C 0.0 0.0 -0.1
O -0.1 -0.3 0.1
P 0.1 0.5 0.2
O 0.0 0.0 -0.1
C 0.0 0.0 0.0
O -0.2 -0.1 0.0
C 0.0 -0.1 0.0
H 0.0 0.1 0.0
H 0.0 0.0 0.0
H 0.0 0.0 0.0
H 0.0 0.0 0.0
H 0.0 0.0 0.0
H 0.0 0.0 0.0
H 0.0 0.0 0.0
H 0.1 0.0 0.0
H 0.0 0.0 0.0
C 0.1 0.0 0.1
N -0.1 0.0 0.1
C 0.0 0.1 0.0
Se 0.0 -0.1 0.0
N 0.0 0.0 0.0
C 0.0 0.0 0.1
C 0.0 0.1 -0.1
C 0.1 0.0 0.0
C 0.0 0.0 0.0
C 0.0 0.0 0.1
C 0.0 0.0 -0.1
H 0.0 0.0 0.0
H 0.0 0.0 0.0
H 0.0 0.0 -0.1
H 0.0 0.0 -0.1
H 0.0 0.0 0.1
H -0.1 0.0 0.0
H 0.0 0.0 0.0
H 0.0 0.0 -0.1


Below is one molecule with the formula C4H9NO, with properties calculated with ωB97M-V/def2-TZVPD.

Values from the calculation:
HOMO level	-9.783	eV
energy relative to the best compared isomer or geometry (same formula, charge and spin)	42.6	kJ/mol
net charge	0
Kohn-Sham gap	10.650	eV
energy	-287.8162	Eh
LUMO	0.0318	Ha
SMILES	CCCNC=O

Element x y z (Å)
C (1.30253, -1.06354, 0.75823)
C (0.96582, 0.39143, 0.44518)
C (-0.52682, 0.70093, 0.56684)
N (-1.33142, -0.01366, -0.41395)
C (-1.30551, 0.32135, -1.72826)
O (-0.66859, 1.24765, -2.19186)
H (2.35565, -1.28006, 0.55303)
H (1.11229, -1.29868, 1.81282)
H (0.70098, -1.74654, 0.14700)
H (1.27551, 0.64826, -0.57347)
H (1.51467, 1.05855, 1.12191)
H (-0.69797, 1.77324, 0.42738)
H (-0.90085, 0.42843, 1.56054)
H (-1.85726, -0.82651, -0.13552)
H (-1.93904, -0.34084, -2.34987)

Force components x, y, z for each atom (eV/Å):
C 0.0 -0.1 0.0
C 0.0 0.1 0.0
C 0.0 0.1 0.1
N 0.0 0.0 -0.1
C 0.0 0.0 0.0
O -0.2 -0.2 0.1
H -0.2 0.0 0.0
H 0.0 0.0 -0.1
H 0.1 0.1 0.1
H 0.0 0.0 0.2
H -0.1 -0.1 -0.1
H 0.0 -0.1 0.0
H 0.1 0.0 -0.1
H 0.1 0.1 -0.1
H 0.1 0.1 0.1